Record 1
The following is a quantum chemistry calculation of a single C7H12OS2 molecule, from OMol25.

```
22
Properties=species:S:1:pos:R:3
C -0.29130 2.96534 1.31178
C 0.30982 1.59498 1.02555
C 0.98750 1.30604 -0.07930
C 1.21377 -0.10069 -0.54227
S 2.13087 0.12173 -2.13892
C -0.04490 -0.77394 -0.70967
C -0.28238 -1.92957 -0.24989
C -1.51415 -2.76468 -0.12125
S 2.29054 -1.09939 0.57800
O 3.49563 -0.05628 0.70994
H 0.34329 3.72685 1.03107
H -0.59552 3.05960 2.37156
H -1.19128 2.85822 0.62528
H 0.05080 0.78744 1.70989
H 1.25604 1.98391 -0.85680
H 2.17976 -1.12193 -2.38539
H -0.93001 -0.20882 -1.15054
H 0.51698 -2.61125 0.18234
H -2.54345 -2.27971 -0.22289
H -1.61403 -3.16882 0.83357
H -1.44213 -3.56094 -0.74146
H 3.95496 0.12444 -0.15138
```

- Net charge: 0
- Lowest unoccupied orbital energy: 0.659 eV
- Structure (SMILES): C/C=C/C(S)(/C=C/C)SO
- DFT total energy: -1145.42183 hartree
- Spin multiplicity: 1
- Relative energy (zero: lowest compared OMol25 entry of this formula, charge and spin): 2.6180 eV

List of natural (NBO) charges in e, atom by atom:
1. C -0.6382
2. C -0.1211
3. C -0.2518
4. C -0.3289
5. S -0.0316
6. C -0.2420
7. C -0.1572
8. C -0.6303
9. S 0.5428
10. O -0.8706
11. H 0.2177
12. H 0.2178
13. H 0.2246
14. H 0.2080
15. H 0.2027
16. H 0.1153
17. H 0.2188
18. H 0.1938
19. H 0.2048
20. H 0.2183
21. H 0.2169
22. H 0.4903

Record 2
The following is a quantum chemistry calculation of a single C9H10ClNO2 molecule, from OMol25.

```
23
Properties=species:S:1:pos:R:3
O -2.09793 -0.40731 0.59268
N -1.19953 -0.97317 -0.00655
C -0.07408 -1.27988 0.57314
C 0.97489 -2.04029 -0.09045
Cl 1.21446 -3.71676 0.72528
C 0.07775 -0.65866 1.90241
C 0.63682 0.52839 2.11784
C 1.22939 1.54223 1.17182
C 0.96738 2.12691 -0.00145
C -0.27163 1.80827 -0.66868
C -0.40770 0.94003 -1.69497
C -1.66313 0.11553 -1.90876
O -1.44979 -1.25157 -1.37471
H 1.95421 -1.73419 -0.21808
H 0.78337 -2.12912 -1.15224
H -0.04797 -1.17849 2.87527
H 0.79131 0.81837 3.16970
H 2.16961 1.90167 1.43527
H 1.63196 2.73029 -0.44474
H -1.10233 1.80569 -0.02412
H 0.41127 0.84579 -2.51383
H -1.97859 -0.21314 -2.99806
H -2.54973 0.41939 -1.46676
```

- Net charge: 0
- Lowest unoccupied orbital energy: 0.378 eV
- Structure (SMILES): [O-]\[N+]1=C(CCl)/C=C\C=C/C=C/CO1
- DFT total energy: -1014.11830 hartree
- Spin multiplicity: 1
- Relative energy (zero: lowest compared OMol25 entry of this formula, charge and spin): 7.8896 eV

List of natural (NBO) charges in e, atom by atom:
1. O -0.4681
2. N 0.3839
3. C 0.0666
4. C -0.3626
5. Cl -0.1134
6. C -0.1920
7. C -0.1913
8. C -0.2095
9. C -0.1991
10. C -0.1880
11. C -0.2255
12. C -0.1323
13. O -0.3653
14. H 0.2334
15. H 0.2467
16. H 0.2359
17. H 0.2154
18. H 0.2050
19. H 0.2065
20. H 0.2161
21. H 0.2095
22. H 0.2117
23. H 0.2166

Record 3
The following is a quantum chemistry calculation of a molecular structure, C24H24B3Ba2Br12O24, from OMol25.

```
89
Properties=species:S:1:pos:R:3
Ba 11.59836 -18.24789 -11.76168
Ba 5.27327 -11.66754 -6.62161
O 10.29926 -15.48025 -11.72270
C 9.14120 -15.50112 -11.39222
O 8.31298 -14.48427 -11.28072
B 7.05480 -14.98240 -10.75219
O 7.21002 -16.44526 -10.59813
C 8.39646 -16.83861 -10.92408
O 8.85293 -17.95408 -10.90704
O 5.87986 -14.71349 -11.57900
C 4.89729 -14.17253 -10.84684
O 3.87239 -13.72347 -11.22865
C 5.46145 -14.03696 -9.43058
O 6.72131 -14.43103 -9.41725
O 4.91640 -13.59892 -8.44334
O 3.55853 -11.13327 -9.02139
C 2.39127 -10.98391 -8.74206
O 1.40404 -10.72205 -9.54611
B 0.20185 -10.43280 -8.71272
O 0.60987 -10.67709 -7.30707
C 1.84797 -10.99026 -7.28107
O 2.55025 -11.31803 -6.33881
O -0.27238 -9.06818 -8.93448
C -1.55620 -9.06347 -9.20898
O -2.26803 -8.12976 -9.42147
C -2.06921 -10.51570 -9.22781
O -0.98509 -11.25579 -9.03170
O -3.17020 -10.90865 -9.43210
O 11.87026 -26.73772 -11.25722
C 11.31242 -25.80142 -10.79081
O 11.45247 -24.52654 -11.17341
B 10.78807 -23.64722 -10.17919
O 10.13506 -24.54223 -9.25445
C 10.36726 -25.81948 -9.59576
O 9.93090 -26.76467 -9.02909
O 11.85589 -22.82864 -9.52543
C 11.80505 -21.62507 -9.95364
O 12.58503 -20.70193 -9.82699
C 10.58921 -21.53829 -10.89264
O 9.98612 -22.67925 -10.94241
O 10.26292 -20.52497 -11.49405
Br 2.33167 -14.66277 -7.24216
C 1.36331 -15.45145 -8.73877
C 0.37896 -14.49622 -9.39292
Br -0.76802 -15.48392 -10.63387
H 0.88135 -16.37633 -8.42479
H 2.08384 -15.83551 -9.46358
H 0.90411 -13.73765 -9.96851
H -0.26528 -14.05251 -8.63829
Br 6.46228 -19.54287 -14.38481
C 4.84526 -18.45418 -14.15129
C 5.21286 -17.24714 -13.32182
Br 6.08666 -15.95907 -14.50535
H 4.18745 -19.08063 -13.54949
H 4.37239 -18.17766 -15.08699
H 5.96328 -17.47238 -12.57313
H 4.32180 -16.80994 -12.87600
Br 8.35040 -9.93220 -14.71088
C 6.72417 -11.04940 -14.29539
C 7.05464 -12.52239 -14.15233
Br 8.04255 -13.31304 -15.66255
H 6.01888 -10.96927 -15.12348
H 6.20172 -10.59284 -13.46150
H 6.14080 -13.09246 -14.01689
H 7.72808 -12.56480 -13.29739
Br 11.81428 -10.34041 -10.26230
C 9.85035 -10.26110 -9.96048
C 9.13662 -11.33189 -10.79067
Br 7.20381 -10.98531 -10.63082
H 9.52652 -9.26482 -10.23942
H 9.67360 -10.48879 -8.91454
H 9.34910 -12.30403 -10.35827
H 9.29636 -11.33991 -11.86381
Br 5.51009 -16.80160 -6.99095
C 7.28339 -17.54197 -7.29585
C 7.24057 -18.88112 -8.03969
Br 9.04352 -19.72925 -8.08279
H 7.86600 -17.63631 -6.38543
H 7.78170 -16.85720 -7.98021
H 6.94594 -18.81571 -9.08194
H 6.57636 -19.57569 -7.53145
Br 0.94399 -15.85413 -14.18034
C 0.70147 -13.94026 -13.67650
C 1.54959 -13.15032 -14.66007
Br 1.70700 -11.29094 -13.88856
H 0.99369 -13.79751 -12.64532
H -0.35493 -13.77301 -13.85843
H 1.25699 -13.15448 -15.70565
H 2.55344 -13.57106 -14.66654
```

- Net charge: +1
- Lowest unoccupied orbital energy: -4.801 eV
- DFT total energy: -33749.01595 hartree
- Spin multiplicity: 1
- Relative energy (zero: lowest compared OMol25 entry of this formula, charge and spin): 3.7672 eV

List of Löwdin charges in e, atom by atom:
1. Ba 1.9913
2. Ba 1.9269
3. O 0.0425
4. C -0.3495
5. O 0.2514
6. B -0.9441
7. O 0.2356
8. C -0.3930
9. O -0.0194
10. O 0.1790
11. C -0.3654
12. O 0.2051
13. C -0.4164
14. O 0.2025
15. O -0.2079
16. O 0.0151
17. C -0.3989
18. O 0.2774
19. B -0.8293
20. O 0.3062
21. C -0.4235
22. O -0.1028
23. O 0.2441
24. C -0.3923
25. O 0.1830
26. C -0.3850
27. O 0.2078
28. O 0.1909
29. O 0.1905
30. C -0.3853
31. O 0.2161
32. B -0.8523
33. O 0.2423
34. C -0.3702
35. O 0.1964
36. O 0.2904
37. C -0.4347
38. O 0.0523
39. C -0.4152
40. O 0.3030
41. O -0.1363
42. Br 0.7100
43. C -0.6605
44. C -0.6641
45. Br 0.6867
46. H 0.0548
47. H 0.0557
48. H 0.0481
49. H 0.0559
50. Br 0.6151
51. C -0.6658
52. C -0.6668
53. Br 0.6812
54. H 0.0616
55. H 0.0589
56. H 0.0173
57. H 0.0632
58. Br 0.5598
59. C -0.6323
60. C -0.7004
61. Br 0.5829
62. H 0.0613
63. H 0.0260
64. H 0.0217
65. H 0.0121
66. Br 0.6106
67. C -0.6679
68. C -0.6245
69. Br 0.7338
70. H 0.0494
71. H 0.0433
72. H 0.0482
73. H 0.0371
74. Br 0.6927
75. C -0.6771
76. C -0.6158
77. Br 0.6915
78. H 0.0558
79. H 0.0311
80. H 0.0450
81. H 0.0570
82. Br 0.5648
83. C -0.6689
84. C -0.6424
85. Br 0.5651
86. H 0.0124
87. H 0.0561
88. H 0.0647
89. H 0.0279